1.
ORCA calculation (ωB97M-V with the def2-TZVPD basis set) on C25H28IN6O4S2Se2Zr as an isolated structure at a distorted geometry.

E (Ha): -7542.9326
Net charge: +1
2S+1: 1
LUMO energy (eV): -3.19
Relative energy (zero: lowest compared OMol25 entry of this formula, charge and spin) (kJ/mol): 60.0

Last column: natural (NBO) charge in e.
Geometry (Å):
1 Zr -0.31 -0.32 0.52  1.691
2 C -4.51 0.84 -1.07  -0.649
3 C -3.31 1.69 -1.35  0.178
4 N -3.35 2.50 -2.39  -0.369
5 C -2.31 3.33 -2.65  -0.018
6 C -1.20 3.41 -1.85  -0.025
7 C -0.08 4.39 -2.14  -0.086
8 O -0.10 4.90 -3.46  -0.690
9 C -1.14 2.54 -0.75  -0.198
10 C -0.12 2.71 0.28  0.201
11 N 0.14 1.82 1.16  -0.582
12 C 0.94 2.14 2.30  0.157
13 C 2.14 2.82 2.21  -0.221
14 C 2.88 3.08 3.35  -0.193
15 C 2.42 2.65 4.59  -0.186
16 C 1.22 1.97 4.70  -0.217
17 C 0.49 1.72 3.55  -0.176
18 I -1.37 0.77 3.69  0.344
19 C -2.16 1.62 -0.53  0.344
20 O -2.05 0.69 0.43  -0.828
21 H -5.41 1.46 -1.10  0.245
22 H -4.45 0.35 -0.09  0.226
23 H -4.62 0.06 -1.83  0.224
24 H -2.41 3.97 -3.52  0.217
25 H 0.88 3.92 -1.92  0.167
26 H -0.17 5.26 -1.48  0.203
27 H -0.08 4.17 -4.08  0.465
28 H 0.35 3.69 0.36  0.209
29 H 2.51 3.11 1.23  0.230
30 H 3.82 3.61 3.27  0.231
31 H 3.01 2.85 5.48  0.233
32 H 0.85 1.64 5.66  0.238
33 O 0.41 -2.52 -0.50  -0.725
34 C 1.76 -2.94 -0.76  -0.055
35 C 2.63 -2.82 0.49  -0.163
36 C 3.75 -3.87 0.34  -0.047
37 O 4.62 -3.93 1.46  -0.709
38 C 3.27 -1.43 0.63  -0.526
39 Se 2.28 0.09 -0.09  -0.305
40 C 1.82 -3.17 1.74  -0.539
41 Se 0.61 -1.81 2.49  -0.211
42 H -0.05 -3.25 -0.07  0.502
43 H 2.13 -2.30 -1.55  0.210
44 H 1.74 -3.96 -1.12  0.190
45 H 4.30 -3.66 -0.58  0.172
46 H 3.30 -4.86 0.24  0.186
47 H 5.19 -3.15 1.48  0.471
48 H 4.23 -1.40 0.11  0.223
49 H 3.43 -1.19 1.67  0.234
50 H 2.51 -3.37 2.56  0.257
51 H 1.24 -4.09 1.59  0.209
52 N 0.89 0.99 -2.93  -0.809
53 C -0.17 0.15 -2.90  0.295
54 N -0.65 -0.44 -1.82  -0.622
55 C -1.76 -1.23 -2.15  0.117
56 C -2.12 -1.21 -3.44  -0.408
57 S -1.05 -0.21 -4.33  0.460
58 C -2.47 -1.98 -1.10  0.122
59 C -3.56 -2.73 -1.30  -0.414
60 S -4.12 -3.38 0.20  0.443
61 C -2.81 -2.61 1.02  0.291
62 N -2.02 -1.92 0.22  -0.634
63 N -2.63 -2.77 2.34  -0.794
64 H 1.59 0.84 -2.20  0.431
65 H 1.27 1.21 -3.84  0.406
66 H -2.94 -1.72 -3.92  0.260
67 H -4.10 -2.92 -2.22  0.258
68 H -3.27 -3.32 2.88  0.416
69 H -1.75 -2.49 2.74  0.441


2.
ORCA calculation (ωB97M-V with the def2-TZVPD basis set) on C31H23I2N6O5Ti as an isolated structure at a distorted geometry.

E (Ha): -3344.8794
⟨S²⟩: 0.7627
Net charge: 0
2S+1: 2
LUMO energy (spin up / spin down) (eV): -0.50 / -1.15
Relative energy (zero: lowest compared OMol25 entry of this formula, charge and spin) (kJ/mol): 54.7

Last column: natural (NBO) charge in e.
Geometry (Å):
1 Ti 10.44 13.39 7.86  1.744
2 O 11.49 16.25 10.73  -0.588
3 C 10.91 15.45 9.99  0.761
4 O 11.45 14.62 9.13  -0.754
5 C 9.43 15.20 10.13  0.103
6 C 8.55 15.78 11.07  -0.194
7 C 7.22 15.35 11.02  -0.154
8 C 6.80 14.42 10.09  -0.193
9 C 7.75 13.84 9.30  0.102
10 N 9.01 14.29 9.30  -0.467
11 C 7.50 12.70 8.34  0.760
12 O 6.44 12.12 8.35  -0.605
13 O 8.54 12.44 7.64  -0.738
14 H 8.96 16.52 11.80  0.258
15 H 6.48 15.90 11.62  0.228
16 H 5.78 14.14 10.02  0.251
17 I 13.41 6.35 8.31  0.148
18 C 12.38 8.05 7.73  -0.186
19 C 12.91 8.78 6.73  -0.271
20 C 12.45 10.03 6.41  -0.177
21 I 13.36 11.29 5.01  0.179
22 C 11.50 10.62 7.24  0.359
23 O 11.19 11.88 6.97  -0.750
24 C 10.99 9.90 8.28  -0.137
25 C 10.05 10.53 9.24  -0.221
26 N 10.44 11.98 9.58  -0.619
27 C 11.43 11.96 10.70  -0.250
28 C 12.74 11.26 10.39  0.191
29 C 12.94 10.06 11.01  -0.254
30 C 14.10 9.35 10.76  -0.151
31 C 15.04 9.90 9.93  -0.256
32 C 14.72 11.14 9.32  0.070
33 N 13.63 11.86 9.58  -0.432
34 C 11.41 8.61 8.53  -0.192
35 H 13.77 8.43 6.17  0.234
36 H 9.05 10.58 8.83  0.255
37 H 10.07 10.01 10.19  0.190
38 H 9.61 12.36 10.03  0.398
39 H 11.67 13.00 11.00  0.247
40 H 10.92 11.35 11.44  0.189
41 H 12.20 9.66 11.69  0.216
42 H 14.28 8.39 11.17  0.223
43 H 15.97 9.39 9.73  0.229
44 H 15.41 11.61 8.64  0.194
45 H 10.98 8.08 9.42  0.224
46 C 5.58 15.46 6.06  -0.212
47 C 6.35 16.37 6.77  -0.227
48 C 7.72 16.13 6.88  -0.190
49 C 8.26 15.02 6.34  0.101
50 C 7.54 14.11 5.64  -0.193
51 C 6.19 14.35 5.45  -0.198
52 N 9.65 14.68 6.52  -0.376
53 N 10.34 15.40 5.63  -0.198
54 C 11.68 15.18 5.81  0.291
55 C 12.61 15.94 5.13  -0.220
56 C 13.96 15.72 5.40  -0.154
57 C 14.29 14.80 6.39  -0.259
58 C 13.27 14.11 7.04  0.108
59 N 12.01 14.27 6.70  -0.478
60 H 4.49 15.61 6.03  0.216
61 H 5.88 17.21 7.24  0.215
62 H 8.39 16.82 7.38  0.215
63 H 8.07 13.24 5.20  0.240
64 H 5.57 13.61 4.92  0.221
65 H 12.18 16.77 4.53  0.242
66 H 14.71 16.23 4.81  0.224
67 H 15.31 14.58 6.64  0.224
68 H 13.45 13.45 7.85  0.243


3.
ORCA calculation (ωB97M-V with the def2-TZVPD basis set) on C19H23AsBBrF4N2O3Pd as an isolated structure at a distorted geometry.

E (Ha): -6435.1493
Net charge: 0
2S+1: 1
LUMO energy (spin up / spin down) (eV): -1.34 / -1.34
Relative energy (zero: lowest compared OMol25 entry of this formula, charge and spin) (kJ/mol): 28.8

Last column: natural (NBO) charge in e.
Geometry (Å):
1 Pd -0.21 -0.85 -1.63  1.166
2 O -3.56 0.00 -1.14  -0.722
3 C -3.22 0.24 0.16  0.406
4 C -3.77 1.38 0.75  -0.281
5 C -3.54 1.65 2.08  -0.185
6 C -2.76 0.80 2.85  -0.250
7 C -2.21 -0.32 2.25  -0.176
8 C -2.40 -0.61 0.90  -0.191
9 C -1.80 -1.90 0.32  0.219
10 O -1.71 -1.89 -1.08  -0.652
11 N -0.51 -2.24 0.90  -0.435
12 N 0.50 -1.44 0.51  -0.256
13 C 1.58 -1.32 1.18  -0.033
14 C 2.69 -0.53 0.67  -0.086
15 Br 2.63 -0.08 -1.19  0.133
16 C 3.77 -0.19 1.38  -0.220
17 C 3.95 -0.42 2.82  0.008
18 C 5.19 -0.85 3.29  -0.215
19 C 5.39 -1.08 4.64  -0.202
20 C 4.37 -0.85 5.54  -0.209
21 C 3.14 -0.39 5.09  -0.197
22 C 2.93 -0.17 3.74  -0.239
23 H -3.09 -0.82 -1.40  0.508
24 H -4.41 2.01 0.15  0.212
25 H -3.98 2.54 2.53  0.214
26 H -2.59 0.99 3.90  0.214
27 H -1.61 -0.99 2.85  0.196
28 H -2.46 -2.74 0.56  0.203
29 H -0.48 -2.62 1.84  0.367
30 H 1.73 -1.82 2.13  0.197
31 H 4.59 0.29 0.86  0.231
32 H 5.99 -1.03 2.58  0.217
33 H 6.36 -1.43 4.98  0.219
34 H 4.53 -1.02 6.60  0.217
35 H 2.35 -0.19 5.80  0.215
36 H 1.99 0.23 3.40  0.219
37 C -2.51 0.30 -4.07  -0.987
38 As -1.54 1.67 -3.11  1.981
39 C -2.81 3.04 -2.64  -0.996
40 C -0.27 2.46 -4.33  -0.994
41 O -0.74 1.19 -1.72  -1.167
42 H -2.38 0.47 -5.13  0.252
43 H -3.55 0.35 -3.78  0.249
44 H -2.08 -0.67 -3.83  0.274
45 H -3.29 3.42 -3.54  0.240
46 H -2.29 3.85 -2.13  0.249
47 H -3.55 2.60 -1.98  0.256
48 H -0.73 2.59 -5.30  0.241
49 H 0.58 1.78 -4.41  0.283
50 H 0.05 3.42 -3.93  0.241
51 F 0.33 -0.62 -4.28  -0.601
52 B 1.17 -1.78 -4.22  1.351
53 F 2.49 -1.38 -4.18  -0.556
54 F 0.89 -2.64 -5.24  -0.543
55 F 0.85 -2.42 -2.94  -0.587


What is the formula in the first record? C25H28IN6O4S2Se2Zr


The highest 2S+1 belongs to which entry? C31H23I2N6O5Ti


What is the E in the first record? -7542.9326 Ha